ORCA calculation (the ωB97M-V functional and the def2-TZVPD basis) on a cluster of 8 separate species, C13H42N6O8 in total in a non-equilibrium geometry.

```
69
Properties=species:S:1:pos:R:3:nbo_charge:R:1
C -17.98 14.15 -12.41 -0.63
C -16.66 13.63 -11.87 -0.06
O -15.73 14.64 -11.67 -0.73
H -17.76 14.47 -13.46 0.20
H -18.41 14.97 -11.81 0.23
H -18.71 13.34 -12.40 0.23
H -16.23 12.81 -12.41 0.16
H -16.90 13.16 -10.89 0.15
H -15.23 14.80 -12.45 0.47
C -17.69 16.45 -7.64 -0.66
C -17.99 15.59 -8.89 -0.09
O -17.30 14.34 -8.71 -0.76
H -18.43 17.24 -7.57 0.22
H -16.71 16.92 -7.75 0.20
H -17.64 15.99 -6.64 0.23
H -17.67 16.15 -9.73 0.19
H -19.04 15.46 -8.97 0.22
H -16.34 14.59 -8.68 0.50
C -16.45 9.88 -9.10 -0.65
C -16.50 10.18 -7.64 -0.07
O -15.36 10.85 -7.13 -0.70
H -17.36 9.32 -9.39 0.22
H -15.66 9.19 -9.33 0.23
H -16.27 10.76 -9.73 0.20
H -16.80 9.26 -7.13 0.16
H -17.31 10.82 -7.33 0.15
H -15.05 11.36 -7.90 0.46
C -20.86 13.10 -5.63 -0.62
C -19.90 14.17 -6.16 -0.07
O -18.57 13.77 -6.23 -0.75
H -21.75 13.63 -5.78 0.21
H -20.68 12.82 -4.59 0.21
H -20.73 12.27 -6.29 0.20
H -19.92 15.07 -5.56 0.15
H -20.27 14.62 -7.09 0.16
H -18.34 14.12 -7.13 0.50
C -21.59 5.73 -9.74 -0.64
C -22.81 6.63 -10.20 -0.06
O -22.31 7.95 -10.26 -0.74
H -20.96 6.14 -8.93 0.19
H -20.91 5.52 -10.52 0.22
H -22.05 4.87 -9.20 0.20
H -23.66 6.59 -9.48 0.16
H -23.22 6.21 -11.20 0.19
H -22.17 8.19 -9.36 0.49
C -19.05 9.63 -11.69 0.75
O -18.81 8.64 -12.56 -0.75
N -20.15 9.61 -10.99 -0.90
N -18.26 10.62 -11.41 -0.86
H -20.78 8.87 -11.11 0.44
H -20.51 10.49 -10.44 0.41
H -17.42 10.52 -12.01 0.41
H -18.39 11.34 -10.68 0.42
C -20.62 8.89 -7.69 0.76
O -21.79 9.69 -7.95 -0.81
N -20.49 8.33 -6.55 -0.78
N -19.65 8.62 -8.52 -0.84
H -21.12 8.64 -5.77 0.43
H -19.68 7.75 -6.28 0.40
H -19.78 8.99 -9.51 0.44
H -18.83 8.13 -8.34 0.40
C -20.17 12.57 -9.53 0.77
O -20.49 13.81 -10.02 -0.75
N -21.05 11.61 -9.60 -0.87
N -19.00 12.22 -9.11 -0.87
H -21.93 12.02 -9.94 0.42
H -21.28 10.96 -8.82 0.46
H -18.24 12.94 -9.08 0.45
H -18.76 11.40 -8.51 0.41
```

## Properties
total charge	0
relative energy (zero: lowest compared OMol25 entry of this formula, charge and spin)	4.722	eV
DFT total energy	-39480.19736	eV
orbital gap	8.944	eV
2S+1	1
SMILES	NC(N)=O.NC(N)=O.NC(N)=O.CCO.CCO.CCO.CCO.CCO